1.
This record from the Open Molecules 2025 dataset describes a 3-piece molecular cluster, C35H67N8O8P2S2 overall at a distorted geometry. The level of theory is the ωB97M-V functional and the def2-TZVPD basis.

Results
- LUMO: -3.0042 eV
- Orbital gap: 0.2996 Eh
- Charge: +1

CARTESIAN COORDINATES (ANGSTROEM)
C1 -3.95601 3.26887 -2.21807
C2 -3.58229 1.80904 -1.84175
C3 -2.26990 1.84204 -1.01586
N1 -1.11254 2.06867 -1.89766
C4 -0.10004 1.04137 -1.98612
S1 -1.03483 -0.47076 -2.42986
N2 0.78471 1.01870 -0.80237
C5 0.41156 0.47006 0.46787
C6 -0.13177 1.26682 1.47270
C7 -0.54181 0.77618 2.70542
C8 -0.38257 -0.60028 2.87419
C9 0.18106 -1.29376 1.81588
N3 0.56371 -0.83512 0.63415
C10 1.59881 2.07962 -0.95404
N4 1.89330 3.02140 -0.08745
S2 2.90980 4.37706 -0.39039
N5 2.06235 2.06426 -2.28372
C11 3.46293 1.58879 -2.25239
C12 4.29276 1.92125 -3.50934
C13 1.04418 1.29120 -3.08384
C14 0.38558 2.44085 -3.97137
C15 1.18803 2.83657 -5.20413
C16 1.09726 2.09998 -6.39413
C17 1.77537 2.43845 -7.54915
C18 2.58541 3.56736 -7.57612
C19 2.70427 4.30689 -6.40998
C20 2.02078 3.96739 -5.24263
C21 2.21905 4.90195 -4.05962
C22 1.49401 0.18205 -4.02994
C23 2.09720 -1.16413 -3.51465
N6 3.49927 -1.39102 -3.87650
N7 2.00130 -1.41441 -2.07003
N8 1.38453 -2.22871 -4.24958
H1 -4.73957 3.66060 -1.56518
H2 -4.30445 3.33441 -3.24880
H3 -3.09517 3.93410 -2.10723
H4 -3.34972 1.32965 -2.79260
H5 -4.38772 1.31838 -1.29699
H6 -2.21599 1.01003 -0.31272
H7 -2.37787 2.74044 -0.39505
H8 -0.73766 2.98328 -1.67761
H9 -1.67925 -0.82045 -1.30299
H10 -0.25680 2.33022 1.27553
H11 -0.98667 1.40109 3.46794
H12 -0.68374 -1.10078 3.78404
H13 0.32374 -2.36223 1.97179
H14 1.50093 2.97197 0.84225
H15 2.10059 5.09170 -1.20293
H16 3.57222 0.52936 -2.01462
H17 3.95487 2.11224 -1.42773
H18 3.70475 2.14496 -4.39712
H19 4.92983 2.78466 -3.29882
H20 4.98813 1.09939 -3.68639
H21 -0.59082 2.12827 -4.34432
H22 0.31123 3.34967 -3.38419
H23 0.44981 1.22797 -6.36856
H24 1.62727 1.80639 -8.41740
H25 3.08079 3.82543 -8.50314
H26 3.33806 5.18723 -6.45634
H27 3.08092 4.59742 -3.46352
H28 1.31979 4.99863 -3.44828
H29 2.40864 5.89684 -4.46964
H30 0.62874 -0.06163 -4.64939
H31 2.22352 0.56714 -4.73974
H32 4.12379 -1.18935 -3.10909
H33 3.75727 -0.90055 -4.72075
H34 2.78698 -1.96796 -1.74078
H35 1.20603 -2.02126 -1.92098
H36 1.58078 -3.13080 -3.83620
H37 0.38388 -2.07301 -4.24442
O1 3.08630 -7.27874 0.64766
P1 3.98676 -6.16875 1.04470
O2 5.35768 -6.38508 0.20999
C24 5.34667 -6.18411 -1.20688
C25 5.43939 -4.71164 -1.56866
O3 4.47822 -6.66256 2.52582
C26 3.72350 -7.61565 3.27964
C27 4.33216 -8.99619 3.16108
O4 4.31265 -4.61307 1.42382
C28 3.33139 -3.85854 2.16988
C29 3.56486 -3.95435 3.66646
H38 4.45194 -6.63722 -1.64302
H39 6.21206 -6.71492 -1.60094
H40 4.53469 -4.17739 -1.26636
H41 5.56397 -4.58717 -2.64525
H42 6.27921 -4.24248 -1.05598
H43 2.67699 -7.61740 2.97482
H44 3.75338 -7.29241 4.32336
H45 4.42698 -9.29847 2.11849
H46 3.72330 -9.73320 3.68656
H47 5.33520 -9.00421 3.58981
H48 2.32203 -4.18621 1.90496
H49 3.43439 -2.82010 1.85109
H50 3.18006 -4.89267 4.06298
H51 3.04874 -3.14507 4.18619
H52 4.62821 -3.91427 3.89673
O5 -4.82732 1.63205 6.26533
P2 -5.91530 1.80860 5.27074
O6 -5.60469 3.22613 4.53323
C30 -4.47162 3.32894 3.67979
C31 -4.74248 2.75177 2.30094
O7 -7.16171 2.26583 6.22227
C32 -7.17740 1.97221 7.62298
C33 -6.76312 3.18407 8.42948
O8 -6.93575 1.28594 4.11757
C34 -7.52199 -0.03719 4.25024
C35 -8.84988 0.01234 4.98137
H53 -3.60839 2.83864 4.14405
H54 -4.24345 4.39159 3.59565
H55 -4.87727 1.66890 2.35144
H56 -3.90669 2.96057 1.62789
H57 -5.65453 3.16993 1.87638
H58 -6.54898 1.11144 7.85065
H59 -8.20304 1.69697 7.87912
H60 -5.78948 3.55699 8.11204
H61 -6.71755 2.94324 9.49240
H62 -7.47899 3.99471 8.28688
H63 -6.82350 -0.71466 4.74673
H64 -7.67447 -0.40758 3.23720
H65 -8.70194 0.08205 6.05792
H66 -9.42358 -0.89464 4.78908
H67 -9.43025 0.88095 4.67416

Forces on atoms 1 to 2 (eV/Å):
-0.255 -0.273 0.251
0.853 1.004 -0.395

---

2.
This record from the Open Molecules 2025 dataset describes C2H3I3O2 as an isolated structure at a distorted geometry. The level of theory is the ωB97M-V functional and the def2-TZVPD basis.

Results
- LUMO: -0.6777 eV
- Orbital gap: 0.3143 Eh
- Charge: 0
- Energy above the lowest of the compared OMol25 structures with the same formula, charge and spin: 179.28 kJ/mol

CARTESIAN COORDINATES (ANGSTROEM)
C1 0.61697 -0.38081 -0.40411
C2 -0.55798 0.26696 0.20012
O1 0.38457 -0.63143 -1.69923
O2 -0.17600 0.25198 1.93026
I1 2.34141 1.05620 -0.15790
I2 -2.23014 -1.12920 -0.27842
I3 -1.17490 2.22125 -0.10022
H1 0.96375 -1.12525 0.34761
H2 0.51321 -1.52037 -2.01392
H3 -0.68089 0.99066 2.17582

Forces on atoms 1 to 2 (eV/Å):
1.724 0.834 1.462
-0.897 -0.599 4.651

---

3.
This record from the Open Molecules 2025 dataset describes C4H10N2Si in the gas phase at a distorted geometry. The level of theory is the ωB97M-V functional and the def2-TZVPD basis.

Results
- LUMO: 0.5711 eV
- Orbital gap: 0.3438 Eh
- Charge: 0
- Energy above the lowest of the compared OMol25 structures with the same formula, charge and spin: 396.03 kJ/mol
- SMILES: [H]/N=N/[C@](C)([SiH3])C=C

CARTESIAN COORDINATES (ANGSTROEM)
H1 -2.06039 -2.24859 0.93851
N1 -1.69963 -1.29291 0.78716
N2 -0.44306 -1.32637 0.61394
C1 0.12427 -0.23124 0.03283
C2 1.56124 -0.89866 -0.44928
Si1 0.81513 1.17815 1.20551
C3 -0.70984 0.25378 -1.13180
C4 -1.76729 0.97633 -1.03617
H2 1.89981 -1.54244 0.31572
H3 1.47509 -1.51299 -1.40505
H4 2.33429 -0.20480 -0.57112
H5 -0.21781 1.76916 2.07345
H6 1.72485 1.79161 0.18289
H7 1.69018 0.66251 2.31402
H8 -0.34395 0.04015 -2.10989
H9 -2.40422 1.23581 -1.77625
H10 -1.97867 1.35049 0.01553

Forces on atoms 1 to 2 (eV/Å):
0.716 0.215 0.805
1.438 0.107 -0.980

---

4.
This record from the Open Molecules 2025 dataset describes a 2-piece molecular cluster, C3H7N2O overall at a distorted geometry. The level of theory is the ωB97M-V functional and the def2-TZVPD basis.

Results
- LUMO: -4.9473 eV
- Orbital gap: 0.3365 Eh
- Charge: +1
- Energy above the lowest of the compared OMol25 structures with the same formula, charge and spin: 329.41 kJ/mol

CARTESIAN COORDINATES (ANGSTROEM)
C1 -2.49822 -0.57289 0.45979
C2 2.03141 0.75175 -0.80278
C3 -0.20565 -0.88026 1.30883
N1 0.86096 0.97772 -0.36596
N2 -1.42578 -0.77171 1.02544
O1 0.54742 -1.88496 0.87589
H1 -3.43108 -0.94103 0.95084
H2 -2.46993 0.19855 -0.35033
H3 2.49590 -0.27455 -0.54601
H4 2.63268 1.51657 -1.44720
H5 0.37621 -0.22084 1.89367
H6 0.46992 1.84792 -0.58112
H7 -0.05138 -2.45500 0.39795

Forces on atoms 1 to 2 (eV/Å):
-1.680 1.713 -0.072
0.804 0.019 -0.491

---

5.
This record from the Open Molecules 2025 dataset describes a 2-piece molecular cluster, C4H14N2O2 overall at a distorted geometry. The level of theory is the ωB97M-V functional and the def2-TZVPD basis.

Results
- LUMO: 0.7780 eV
- Orbital gap: 0.3545 Eh
- Charge: 0
- Energy above the lowest of the compared OMol25 structures with the same formula, charge and spin: 171.26 kJ/mol
- SMILES: CN[C@@H](CN)CO.O

CARTESIAN COORDINATES (ANGSTROEM)
C1 1.99381 1.81588 2.07600
N1 1.82215 0.42029 1.55717
C2 0.83729 0.40438 0.46967
C3 1.45400 0.25349 -0.99077
N2 0.60456 0.89045 -1.98067
C4 -0.04090 -0.80102 0.73780
O1 -1.22431 -0.80113 -0.11215
H1 2.56014 2.40039 1.36605
H2 2.43801 1.74892 3.05515
H3 0.98204 2.29216 2.09451
H4 2.70717 -0.03125 1.39263
H5 0.13574 1.23116 0.44569
H6 1.53911 -0.80645 -1.23139
H7 2.42956 0.71129 -0.83611
H8 0.96194 0.87424 -2.92693
H9 0.65046 1.89272 -1.77878
H10 -0.65648 -0.83838 1.65697
H11 0.57429 -1.70047 0.77030
H12 -0.96253 -0.56448 -1.01474
O2 -4.70422 -2.06273 -1.29231
H13 -4.08551 -1.60632 -0.71073
H14 -4.77167 -1.65190 -2.15520

Forces on atoms 1 to 2 (eV/Å):
-1.074 -1.164 -0.898
-1.090 1.980 0.434